C48H30Br2MnN6O4S2 | wB97M-V/def2-TZVPD

## Properties
multiplicity	6
energy above the lowest of the compared OMol25 structures with the same formula, charge and spin	0.381	eV
frontier orbital gap (spin up / spin down)	6.12 / 6.08	eV
calculated total energy	-260474.6379	eV

Last column: Mulliken charge in e.
CARTESIAN COORDINATES (ANGSTROEM)
Mn  0.0198  0.5901  -0.3937  1.05
O  4.3047  -1.0679  4.9180  -0.74
C  4.5075  -1.4669  3.7569  0.37
O  5.4357  -2.1205  3.2525  -0.73
C  3.3865  -1.0899  2.7648  -1.14
C  3.5141  -1.3417  1.4096  -0.89
C  2.4812  -0.9953  0.5564  0.84
N  1.3497  -0.4584  1.0134  1.44
C  1.2005  -0.2393  2.3216  0.49
C  2.2066  -0.5219  3.2241  -0.83
C  -0.1481  0.2474  2.7142  0.36
C  -0.4965  0.5100  4.0332  -0.80
C  -1.7956  0.8897  4.3214  -0.75
C  -2.7196  0.9862  3.2945  -0.96
C  -2.2853  0.7261  2.0082  -0.53
N  -1.0335  0.3810  1.7193  0.60
C  2.5118  -1.2297  -0.9119  0.47
C  3.6813  -1.5653  -1.5817  -1.23
C  3.6366  -1.7724  -2.9496  -0.53
C  2.4275  -1.6468  -3.6128  -1.13
C  1.3128  -1.2973  -2.8704  -0.14
N  1.3459  -1.0898  -1.5581  0.37
H  4.4223  -1.8289  1.0817  0.64
H  2.1345  -0.3399  4.2883  0.70
H  0.2364  0.4122  4.8212  0.50
H  -2.0854  1.0999  5.3432  0.46
H  -3.7473  1.2687  3.4773  0.45
H  -2.9631  0.8125  1.1654  0.49
H  4.6154  -1.6404  -1.0433  0.39
H  4.5405  -2.0164  -3.4929  0.49
H  2.3496  -1.7956  -4.6812  0.46
H  0.3462  -1.1680  -3.3486  0.45
S  -4.5538  -5.1372  -0.9136  -0.22
C  -3.9498  -6.4774  -0.0461  -0.34
C  -2.7443  -6.2075  0.5216  -0.63
C  -2.3025  -4.8860  0.2524  -0.37
C  -3.1819  -4.1723  -0.5170  0.41
C  -3.0566  -2.7863  -0.9833  0.83
C  -1.9164  -2.0261  -0.6347  -0.92
N  -1.7390  -0.7841  -1.0120  1.15
C  -2.6749  -0.1844  -1.7755  -1.37
C  -3.8436  -0.8345  -2.1794  0.88
C  -4.7951  -0.1279  -2.9914  -1.12
C  -4.5680  1.1479  -3.3716  -1.01
C  -3.3687  1.8351  -2.9797  0.77
C  -3.0695  3.1557  -3.3611  -0.79
C  -1.8895  3.7510  -2.9662  0.70
C  -1.0142  2.9843  -2.1635  -0.87
N  -1.2829  1.7570  -1.7872  1.37
C  -2.4330  1.1740  -2.1837  -0.52
C  -1.5160  5.1218  -3.3278  0.35
C  -0.4247  5.8311  -2.9027  -0.38
C  -0.3670  7.1401  -3.4484  -0.65
C  -1.4125  7.4037  -4.2767  -0.35
S  -2.4722  6.0707  -4.4019  -0.22
C  -4.0141  -2.1641  -1.7591  -1.14
H  -4.5144  -7.3956  -0.0023  0.45
H  -2.1881  -6.9218  1.1119  0.39
H  -1.3661  -4.4921  0.6218  0.50
H  -1.1257  -2.4463  -0.0233  0.15
H  -5.6993  -0.6414  -3.2958  0.47
H  -5.2876  1.6749  -3.9872  0.47
H  -3.7858  3.6951  -3.9724  0.46
H  -0.0662  3.3692  -1.8114  -0.02
H  0.3157  5.4395  -2.2189  0.53
H  0.4182  7.8505  -3.2331  0.40
H  -1.6159  8.3119  -4.8230  0.44
H  -4.9134  -2.6921  -2.0584  0.43
Br  -2.7427  3.8828  0.6685  -0.09
C  -1.0750  3.8706  1.6140  0.27
C  -0.9724  4.6500  2.7550  -0.78
C  0.2462  4.6324  3.4147  -0.35
C  1.2817  3.8624  2.9097  -1.23
C  1.0665  3.1241  1.7581  -0.13
N  -0.1148  3.1217  1.1174  0.34
H  -1.8089  5.2379  3.1035  0.47
H  0.3833  5.2181  4.3153  0.41
H  2.2480  3.8260  3.3956  0.54
H  1.8549  2.5163  1.3212  0.39
Br  5.8881  1.4062  -6.3889  -0.20
C  4.9506  1.5924  -4.7500  0.15
C  3.5707  1.7078  -4.7700  -0.80
C  2.8909  1.8213  -3.5652  -0.14
C  3.5815  1.8337  -2.3599  0.11
C  4.9681  1.7346  -2.3657  -0.55
C  5.6612  1.6074  -3.5596  -0.61
C  2.8471  1.8796  -1.0381  -0.05
O  3.4904  1.9578  0.0048  -0.73
O  1.5703  1.7692  -1.1235  0.19
H  3.0397  1.6977  -5.7121  0.47
H  1.8104  1.8873  -3.5490  0.51
H  5.4890  1.7440  -1.4162  0.53
H  6.7391  1.5184  -3.5696  0.46

Atomic forces in eV per Å
0.35 -0.21 0.17
0.01 -0.03 -0.07
0.18 -0.08 0.19
-0.06 0.07 0.01
-0.12 0.06 -0.09
0.07 -0.09 -0.04
-0.08 0.00 0.02
0.01 0.07 -0.03
-0.01 -0.06 0.00
0.01 0.04 0.10
0.00 -0.03 0.06
-0.01 0.00 0.07
0.04 0.00 0.08
-0.05 0.01 -0.05
-0.04 -0.01 -0.07
-0.04 0.07 -0.06
0.05 -0.06 -0.04
0.04 -0.01 -0.03
0.04 0.00 0.00
-0.01 -0.01 -0.01
-0.04 0.01 -0.03
0.02 0.11 0.03
0.01 0.02 0.00
0.00 -0.03 -0.02
-0.02 0.00 -0.02
0.01 -0.01 -0.01
0.02 0.00 -0.01
0.01 -0.01 0.02
-0.02 0.01 -0.01
-0.01 0.00 0.01
0.00 0.01 0.02
0.01 0.01 0.00
-0.04 0.02 0.00
0.00 -0.03 -0.01
0.05 0.01 0.03
-0.01 0.00 0.00
0.05 -0.03 0.02
-0.01 -0.01 0.01
-0.07 0.01 -0.01
-0.04 0.03 -0.11
0.01 0.05 0.01
0.03 -0.11 0.07
-0.02 0.02 -0.01
-0.03 0.00 -0.02
0.06 0.14 -0.01
0.01 0.00 0.01
0.00 -0.04 -0.01
-0.09 -0.07 -0.03
-0.07 -0.01 -0.06
0.00 -0.01 -0.02
0.04 0.03 0.02
-0.02 0.00 0.01
0.04 -0.02 0.03
-0.01 0.04 -0.02
-0.02 -0.02 -0.02
0.01 0.02 0.00
0.02 0.04 -0.01
-0.02 0.03 -0.02
-0.03 -0.01 -0.01
-0.02 -0.01 -0.02
0.02 0.01 0.01
0.02 -0.01 0.02
0.03 0.01 0.02
0.02 0.03 0.00
-0.02 0.02 -0.02
-0.02 -0.03 0.00
0.00 -0.05 0.03
0.03 -0.01 0.02
0.05 0.04 0.06
0.07 -0.05 -0.03
0.01 -0.02 -0.02
-0.02 0.03 0.05
0.06 -0.02 0.01
-0.10 0.00 -0.04
-0.04 0.06 -0.02
0.01 -0.01 -0.01
-0.01 0.00 -0.02
-0.03 0.00 -0.02
0.00 0.06 -0.03
0.00 0.00 0.00
-0.02 0.01 0.01
0.00 -0.01 0.02
0.01 0.01 -0.02
0.01 0.01 -0.02
0.02 0.01 0.00
0.02 -0.01 0.02
0.00 -0.25 0.10
-0.04 0.04 -0.04
-0.25 0.24 -0.09
-0.01 0.01 0.01
0.00 0.01 0.00
-0.01 0.00 -0.02
-0.01 0.00 0.00